A) Molecular formula: C3H7NOS2
Method: DFT, ωB97M-V/def2-TZVPD

Last column: Mulliken charge in e.
Atoms and positions in Å:
C -1.07065 -1.53879 0.61755  -0.68
S 0.09963 -1.10899 -0.75791  -0.22
C 0.55687 0.67370 -0.07562  0.64
C 0.10662 1.55692 -1.03070  -0.46
O -1.15458 1.20936 -1.34450  -0.52
N 1.33097 0.86822 0.91931  -0.43
S 1.92122 0.04554 2.07554  -0.13
H -1.03417 -2.74526 0.75953  0.24
H -2.01524 -1.24379 0.07202  0.26
H -0.76949 -1.01431 1.65291  0.29
H 0.98036 1.49124 -1.90217  0.19
H 0.45220 2.61628 -0.51377  0.30
H -0.99194 0.47337 -2.15722  0.41
H 1.58818 -1.28349 1.68505  0.12

Properties
Structure (SMILES) ... CS/C(CO)=N\S
Frontier orbital gap ... 8.98 eV
Net charge ... 0

---

B) Molecular formula: C3H7NOS2
Method: DFT, ωB97M-V/def2-TZVPD

Last column: Mulliken charge in e.
Atoms and positions in Å:
C 1.35612 -1.17106 1.07053  0.53
C -0.79403 1.85373 0.47252  -0.98
C -1.12884 0.39312 0.53741  0.01
N 2.00512 -0.75914 0.15358  -0.48
O 0.94667 -1.56673 2.07294  -0.45
S -1.11868 -0.28785 -0.92749  0.01
S 0.46034 -1.77473 -2.14824  -0.64
H 0.11958 2.16106 1.00037  0.27
H -1.69688 2.25901 1.07570  0.27
H -0.74987 2.30203 -0.55410  0.36
H -0.87150 0.03872 1.58035  0.38
H 1.63107 -1.05283 -0.79109  0.36
H -1.15625 -1.50590 -0.58785  0.19
H 0.99716 -0.88944 -2.95462  0.17

Properties
Frontier orbital gap (spin up / spin down) ... 7.61 / 7.60 eV
Net charge ... 0

---

According to the calculations, the structures order from most to least stable as B), A).